Record 1
ORCA calculation (the ωB97M-V functional and the def2-TZVPD basis) on a structure of composition C23H21IN2O2TeW.

Each line ends with the natural charge from an NBO analysis.
Atoms and positions in Å:
W -0.632 1.008 0.496  1.612
O 0.753 1.381 1.963  -0.535
C 0.773 2.071 3.168  0.410
C 1.801 1.851 4.049  -0.266
C 1.838 2.601 5.220  -0.086
C 0.863 3.556 5.492  -0.205
C -0.168 3.755 4.599  -0.085
C -0.244 3.000 3.416  -0.241
C -1.388 3.178 2.581  0.282
N -1.751 2.498 1.529  -0.588
C -3.024 2.897 0.890  -0.244
C -3.607 1.676 0.211  -0.237
N -2.517 0.974 -0.484  -0.537
C -2.757 0.540 -1.687  0.234
C -1.863 -0.172 -2.542  -0.226
C -2.313 -0.631 -3.789  -0.104
C -1.461 -1.321 -4.621  -0.209
C -0.144 -1.554 -4.226  -0.095
C 0.331 -1.106 -3.002  -0.263
C -0.534 -0.426 -2.173  0.395
O -0.133 0.031 -0.956  -0.591
H 2.569 1.124 3.821  0.259
H 2.648 2.444 5.920  0.255
H 0.914 4.136 6.402  0.258
H -0.939 4.485 4.811  0.241
H -2.064 3.969 2.906  0.221
H -2.819 3.691 0.171  0.230
H -3.722 3.269 1.639  0.238
H -4.383 1.977 -0.491  0.236
H -4.039 0.994 0.944  0.235
H -3.748 0.729 -2.093  0.219
H -3.337 -0.440 -4.088  0.237
H -1.809 -1.677 -5.580  0.251
H 0.527 -2.093 -4.881  0.247
H 1.351 -1.290 -2.695  0.263
I 2.401 -3.311 2.515  -0.131
C 0.451 -0.081 1.893  -0.325
H 1.334 -0.597 1.528  0.241
H 0.059 -0.457 2.833  0.233
Te 0.545 -3.621 0.604  0.402
C 1.846 -3.596 -1.054  -0.295
C 2.938 -2.736 -1.126  -0.200
C 3.711 -2.696 -2.277  -0.223
C 3.380 -3.495 -3.367  -0.203
C 2.295 -4.355 -3.291  -0.200
C 1.534 -4.421 -2.128  -0.250
H 3.202 -2.118 -0.276  0.210
H 4.575 -2.045 -2.324  0.232
H 3.987 -3.466 -4.262  0.235
H 2.055 -5.003 -4.124  0.234
H 0.714 -5.126 -2.062  0.230

Output
Energy relative to the best compared isomer or geometry (same formula, charge and spin) in kJ/mol: 0.0
HOMO-LUMO gap in eV: 4.8
Total charge: +2
Maximum force in hartree/bohr: 0.0110
LUMO level in eV: -7.8


Record 2
ORCA calculation (the ωB97M-V functional and the def2-TZVPD basis) on a structure of composition C16H29ClN3O6Si2.

Each line ends with the natural charge from an NBO analysis.
Atoms and positions in Å:
C -0.937 -3.673 -1.583  -0.610
C -1.519 -3.106 -0.297  -0.194
C -3.013 -2.837 -0.450  -0.614
C -0.786 -1.870 0.260  -0.893
Si -0.152 -0.626 -0.985  1.673
O 0.844 0.441 -0.186  -1.247
Si 1.928 1.345 -1.048  1.855
O 1.165 2.564 -1.857  -1.095
Cl 3.083 2.341 0.407  -0.486
C 3.087 0.311 -2.142  0.382
O 3.236 0.685 -3.315  -0.734
O 3.587 -0.663 -1.547  -0.762
C -1.521 0.359 -1.804  -0.522
C -2.143 1.432 -1.163  -0.139
C -3.135 2.120 -1.852  -0.265
C -3.484 1.733 -3.138  0.029
N -2.908 0.712 -3.769  -0.427
C -1.953 0.069 -3.100  0.055
H -1.158 -3.058 -2.449  0.204
H -1.403 -4.641 -1.768  0.196
H 0.130 -3.849 -1.499  0.217
H -1.428 -3.893 0.454  0.174
H -3.484 -3.756 -0.799  0.192
H -3.221 -2.053 -1.172  0.206
H -3.445 -2.607 0.514  0.231
H -1.437 -1.378 0.982  0.231
H 0.088 -2.186 0.829  0.241
H 0.601 -1.307 -2.052  -0.191
H 1.341 3.405 -1.426  0.499
H -1.850 1.730 -0.169  0.216
H -3.641 2.957 -1.394  0.206
H -4.247 2.283 -3.665  0.181
H -1.471 -0.744 -3.627  0.189
C 6.133 6.613 -1.808  -0.720
C 5.074 6.046 -0.887  0.677
O 3.890 6.285 -1.046  -0.627
N 5.501 5.262 0.138  -0.614
C 6.858 4.891 0.480  -0.409
H 5.640 7.214 -2.565  0.240
H 6.831 7.242 -1.254  0.214
H 6.685 5.811 -2.299  0.228
H 4.749 4.897 0.702  0.411
H 6.971 3.806 0.441  0.208
H 7.100 5.228 1.490  0.187
H 7.564 5.337 -0.212  0.203
C -4.435 -3.068 4.900  -0.721
C -4.170 -3.647 3.529  0.678
O -4.635 -3.156 2.516  -0.623
N -3.374 -4.749 3.459  -0.619
C -2.726 -5.462 4.542  -0.410
H -5.077 -2.200 4.785  0.245
H -4.936 -3.797 5.538  0.220
H -3.504 -2.758 5.375  0.227
H -3.230 -5.078 2.517  0.404
H -1.643 -5.453 4.406  0.201
H -3.063 -6.500 4.566  0.193
H -2.958 -5.001 5.496  0.208

Output
Energy relative to the best compared isomer or geometry (same formula, charge and spin) in kJ/mol: 0.0
HOMO-LUMO gap in eV: 6.2
Total charge: -1
Maximum force in hartree/bohr: 0.0148
LUMO level in eV: 2.1


Record 3
ORCA calculation (the ωB97M-V functional and the def2-TZVPD basis) on a cluster of 2 separate species, C10H10BrFO2S in total.

Each line ends with the natural charge from an NBO analysis.
Atoms and positions in Å:
C -2.204 -0.164 -1.843  -0.173
C -2.362 0.847 -0.884  -0.226
C -1.005 -0.333 -2.477  -0.229
C -1.339 1.683 -0.648  -0.190
C 0.120 0.500 -2.128  -0.121
C -0.093 1.532 -1.226  -0.284
C 1.936 -0.547 0.256  0.604
C -0.349 -0.878 2.980  -0.628
C 0.156 -1.189 1.584  -0.081
C 3.130 0.195 0.299  0.269
O 1.628 -1.163 -0.762  -0.571
O 1.170 -0.310 1.301  -0.485
F 3.340 0.885 1.396  -0.291
S 1.144 2.599 -0.807  0.092
Br 4.386 0.476 -1.012  0.164
H -2.945 -0.902 -2.175  0.218
H -3.334 1.063 -0.445  0.218
H -0.971 -1.287 -3.012  0.224
H -1.649 2.591 -0.176  0.224
H 1.150 0.438 -2.450  0.243
H 0.395 -0.858 3.846  0.222
H -0.871 0.052 2.868  0.216
H -1.102 -1.695 3.250  0.213
H -0.768 -1.293 0.800  0.187
H 0.438 -2.244 1.461  0.186

Output
HOMO-LUMO gap (alpha / beta) in eV: 6.6 / 7.5
Total charge: 0
Maximum force in hartree/bohr: 0.0842
LUMO level (alpha / beta) in eV: -2.0 / -1.1


Record 4
ORCA calculation (the ωB97M-V functional and the def2-TZVPD basis) on a cluster of 16 separate species, C23H27BCl45NO8 in total.

Each line ends with the Löwdin charge.
Atoms and positions in Å:
C 2.342 2.104 -3.248  0.035
C 3.651 1.578 -3.771  -0.479
O 4.204 2.132 -4.713  0.070
O 4.256 0.486 -3.223  0.056
C 3.473 -0.442 -2.497  -0.082
C 2.840 -1.486 -3.366  -0.281
C 2.006 -1.028 -4.536  -0.066
C 1.535 -2.124 -5.417  -0.177
N 0.322 -2.491 -5.415  0.102
O 3.927 -2.238 -3.981  0.131
C 3.864 -3.517 -3.632  -0.486
O 4.763 -4.335 -3.681  0.172
O 2.567 -3.768 -3.221  0.125
C 2.188 -2.614 -2.551  -0.329
O 2.788 -2.781 -1.245  0.050
B 0.625 -2.605 -2.238  -0.695
O -0.108 -3.734 -2.539  0.148
O 0.078 -1.542 -1.629  0.157
H 2.332 3.137 -3.512  0.090
H 2.295 2.066 -2.177  0.086
H 1.488 1.643 -3.699  0.070
H 4.153 -0.986 -1.874  0.147
H 2.772 0.014 -1.823  0.138
H 1.163 -0.437 -4.229  0.093
H 2.640 -0.379 -5.123  0.129
H 2.204 -2.618 -6.098  0.126
H -0.150 -1.886 -4.743  -0.012
H 2.566 -2.022 -0.689  0.086
H -0.546 -3.636 -3.396  0.101
H -0.887 -1.566 -1.699  -0.006
C -3.737 -1.476 -0.031  -1.507
Cl -3.063 -0.254 1.037  0.497
Cl -5.496 -1.395 -0.074  0.558
Cl -3.068 -1.285 -1.663  0.585
H -3.449 -2.449 0.342  0.001
C 1.328 -7.217 -0.792  -1.552
Cl 1.862 -7.138 0.889  0.528
Cl 2.071 -8.600 -1.605  0.522
Cl -0.436 -7.309 -0.856  0.510
H 1.643 -6.312 -1.296  -0.005
C -3.018 3.951 1.632  -1.561
Cl -1.865 2.868 2.412  0.503
Cl -2.603 5.636 1.945  0.524
Cl -3.100 3.636 -0.103  0.527
H -3.995 3.762 2.056  -0.014
C -2.588 -1.972 4.716  -1.505
Cl -2.706 -2.979 3.270  0.531
Cl -1.169 -2.447 5.653  0.513
Cl -2.558 -0.243 4.344  0.479
H -3.463 -2.159 5.322  0.014
C -3.372 3.504 6.539  -1.527
Cl -2.367 4.946 6.403  0.512
Cl -4.398 3.351 5.110  0.506
Cl -2.378 2.066 6.765  0.519
H -4.013 3.613 7.402  0.014
C 4.938 1.050 -7.961  -1.559
Cl 3.439 1.971 -7.884  0.528
Cl 4.603 -0.671 -8.171  0.520
Cl 5.981 1.649 -9.252  0.528
H 5.453 1.180 -7.018  0.003
C 1.728 -10.235 3.483  -1.563
Cl 2.003 -11.717 2.569  0.522
Cl 0.079 -10.179 4.109  0.520
Cl 2.902 -10.076 4.791  0.519
H 1.859 -9.399 2.812  -0.037
C -1.105 8.974 6.017  -1.536
Cl -0.131 10.441 5.871  0.543
Cl -2.141 8.765 4.606  0.527
Cl -0.070 7.565 6.249  0.525
H -1.738 9.075 6.887  0.015
C -7.915 5.789 4.533  -1.541
Cl -8.036 5.103 6.155  0.526
Cl -6.974 7.278 4.552  0.510
Cl -7.208 4.622 3.414  0.497
H -8.913 6.019 4.189  0.013
C -7.330 8.834 0.619  -1.547
Cl -6.821 10.419 1.202  0.528
Cl -6.287 7.567 1.258  0.495
Cl -9.017 8.524 1.042  0.519
H -7.248 8.830 -0.459  0.010
C -2.642 0.246 -5.730  -1.517
Cl -1.996 -1.045 -6.743  0.578
Cl -4.348 -0.008 -5.373  0.544
Cl -1.711 0.423 -4.229  0.538
H -2.543 1.174 -6.274  0.012
C 1.310 -2.536 2.078  -1.522
Cl 1.405 -2.863 3.805  0.506
Cl 0.441 -3.832 1.258  0.565
Cl 0.523 -0.980 1.792  0.542
H 2.311 -2.482 1.678  -0.043
C 3.558 9.001 6.381  -1.576
Cl 3.537 8.368 8.027  0.517
Cl 4.372 10.565 6.318  0.523
Cl 4.317 7.853 5.277  0.524
H 2.533 9.143 6.065  -0.056
C 5.889 -2.634 3.287  -1.542
Cl 5.122 -2.957 1.732  0.551
Cl 6.872 -1.172 3.199  0.531
Cl 4.713 -2.518 4.597  0.519
H 6.545 -3.465 3.503  0.011
C -0.304 -8.231 -4.692  -1.540
Cl 0.550 -6.918 -3.893  0.538
Cl -2.050 -8.026 -4.533  0.524
Cl 0.160 -8.342 -6.391  0.533
H -0.028 -9.157 -4.205  0.010

Output
Energy relative to the best compared isomer or geometry (same formula, charge and spin) in kJ/mol: 0.0
HOMO-LUMO gap in eV: 10.6
Total charge: 0
Maximum force in hartree/bohr: 0.0572
LUMO level in eV: 0.0


Q: Which of these has the highest total charge?
A: C23H21IN2O2TeW


Q: Among the records above, which one has the lowest maximum force?
A: C23H21IN2O2TeW